No. 1
Here is a structure of composition C44H44N8O2SeTeW at a distorted geometry from the Open Molecules 2025 dataset. Energies are from ωB97M-V/def2-TZVPD.

```
101
Properties=species:S:1:pos:R:3
W 0.157 1.633 -1.913
Te 0.330 -0.151 1.255
Se 1.460 5.265 -2.696
O -1.580 2.745 -2.285
O 1.496 1.794 -0.463
N -1.035 -0.014 -2.120
N -1.151 1.954 -0.197
N 1.148 3.530 -2.554
N 3.023 5.054 -3.467
N 2.185 1.582 -3.054
N -0.429 -0.815 -3.105
N -2.345 1.214 -0.033
N -0.190 1.291 -4.052
C -1.283 -2.222 2.628
C 3.199 0.325 4.423
C 1.944 -0.531 2.566
C 2.758 -0.253 -0.699
C 2.645 -1.740 2.633
C -2.258 -4.271 1.761
C 4.953 -1.066 5.588
C -0.029 -2.887 -0.958
C -0.628 -2.036 1.391
C -3.589 0.111 1.759
C -2.825 1.189 1.308
C -2.370 -0.030 -2.123
C 3.246 3.760 -3.565
C 4.372 3.075 -4.137
C -0.020 -0.074 -4.109
C 3.612 -1.881 3.622
C 0.611 -0.689 -5.243
C -4.485 -0.679 -3.082
C -3.125 -0.721 -3.109
C -2.073 -3.348 2.786
C -3.060 0.660 -1.072
C -2.472 2.195 2.204
C -3.143 -5.474 1.965
C -1.127 -1.291 3.810
C 4.323 1.728 -4.149
C 3.897 -0.871 4.530
C 3.198 1.000 -3.593
C 0.665 1.507 -6.269
C -0.763 -2.956 0.354
C -1.592 -4.060 0.566
C -4.465 0.691 -1.086
C -5.163 0.046 -2.071
C 0.933 0.099 -6.297
C 2.226 0.523 3.451
C 2.403 -2.911 1.714
C 1.522 1.865 3.409
C -3.709 1.093 3.960
C -2.914 2.142 3.519
C 1.411 0.431 -0.625
C -1.048 4.440 -0.573
C -1.161 3.036 -1.062
C -4.036 0.076 3.071
C 0.129 2.037 -5.143
C 2.204 2.945 -3.054
H -6.243 0.108 -2.086
H 4.825 -2.023 6.096
H 5.139 1.158 -4.571
H -4.100 -5.186 2.403
H 5.214 3.626 -4.540
H 2.722 -1.177 -1.281
H 3.328 -3.468 1.563
H -4.985 1.242 -0.314
H 4.917 -0.275 6.336
H 3.462 0.436 -1.157
H 1.391 -0.338 -7.177
H -0.117 -1.354 4.225
H 3.176 -0.085 -3.615
H -5.053 -1.187 -3.852
H 0.474 1.780 3.707
H -3.336 -5.988 1.024
H 0.873 2.138 -7.123
H -3.813 -0.711 1.091
H 4.162 -2.817 3.678
H -1.832 -1.554 4.596
H 0.465 -1.935 -1.125
H -2.675 -6.187 2.648
H 2.034 -2.603 0.741
H -0.092 4.615 -0.076
H -2.592 -1.251 -3.882
H 0.723 -3.681 -0.993
H -0.706 -3.029 -1.798
H 3.149 -0.487 0.290
H 1.545 2.310 2.413
H 2.006 2.562 4.091
H -1.710 -4.775 -0.244
H 1.665 -3.596 2.139
H -4.058 1.060 4.984
H 5.951 -1.063 5.145
H -2.638 2.937 4.202
H -1.838 4.637 0.153
H 3.419 1.132 5.117
H 0.789 -1.756 -5.221
H -1.316 -0.246 3.551
H -1.846 3.008 1.868
H -4.632 -0.766 3.403
H -2.569 -3.504 3.740
H -1.177 5.133 -1.406
H -0.083 3.097 -5.060
```

Values from the calculation:
- ΔE to the lowest compared entry with this formula, charge and spin (kcal per mole) = 50.7
- LUMO level (alpha / beta) (eV) = -4.3 / -4.3
- charge = +1
- 2S+1 = 2
- HOMO (alpha / beta) (eV) = -9.4 / -9.5

Atom charges from the Mulliken analysis, given in e for atoms 1 to 8:
1. W 2.182
2. Te 0.367
3. Se 0.301
4. O -0.690
5. O -0.821
6. N 1.934
7. N -1.132
8. N -0.230

=====

No. 2
Here is a structure of composition C44H45IN5O6Rb from the Open Molecules 2025 dataset. Energies are from ωB97M-V/def2-TZVPD.

```
102
Properties=species:S:1:pos:R:3
I 1.439 7.404 -3.480
Rb 1.749 -0.753 -3.175
O -0.666 0.690 -4.224
O 4.066 0.858 -3.245
O 5.968 2.020 -3.585
O -0.066 -0.964 -5.622
O -1.773 -1.576 -3.010
O 1.330 0.980 -0.959
N 1.507 -1.639 0.937
N -0.033 -2.840 2.227
N 0.091 2.647 0.073
N -1.273 2.983 0.146
N -0.373 -0.537 1.693
C 0.160 -2.165 5.837
C 0.620 5.022 0.078
C 0.250 1.486 -0.698
C -2.600 -1.817 0.320
C 2.511 5.596 -3.432
C 1.821 4.398 -3.361
C -3.333 -0.304 -4.334
C -0.833 -0.401 -4.814
C 1.965 -2.897 0.333
C 4.596 4.437 -3.482
C -1.087 1.101 -1.100
C -0.291 -2.910 3.586
C 2.749 -3.743 1.125
C 1.559 6.043 0.087
C -2.743 -1.128 1.649
C 2.547 3.212 -3.349
C -1.951 -4.744 3.133
C -1.698 3.246 1.520
C -1.403 -3.931 5.455
C 3.173 -3.387 2.525
C -3.993 -1.021 2.253
C -1.199 -3.858 4.084
C 2.399 3.395 0.173
C -1.944 1.959 -0.531
C 4.741 1.898 -3.416
C 3.896 5.635 -3.490
C 0.388 -2.074 4.476
C 3.323 4.427 0.146
C 1.588 -3.120 -0.992
C 1.038 3.694 0.120
C 2.914 5.753 0.110
C -0.739 -3.095 6.341
C -3.432 1.917 -0.519
C 2.027 -4.364 -1.484
C 0.338 -1.604 1.608
C -2.329 -2.442 -5.200
C 3.934 3.216 -3.413
C -2.103 -1.198 -4.364
C -1.826 0.119 3.505
C 3.140 -4.956 0.567
C 2.768 -5.273 -0.734
C -4.174 -0.369 3.464
C -1.632 -0.551 2.293
C -3.077 0.205 4.091
H 1.601 -0.844 0.311
H 2.030 2.265 -3.290
H -2.153 -2.437 -2.811
H -3.770 1.180 -1.246
H -2.740 3.563 1.506
H -1.999 -1.229 -0.372
H -3.109 0.584 -3.746
H 4.378 4.181 0.133
H -3.193 0.719 5.038
H -1.301 0.289 -1.778
H 5.677 4.417 -3.538
H -5.160 -0.305 3.908
H 2.397 -3.630 3.256
H 3.078 -6.223 -1.164
H -4.183 -0.838 -3.895
H -3.581 -1.987 -0.127
H 3.373 -2.318 2.613
H -0.921 -3.168 7.406
H -4.849 -1.459 1.748
H -3.805 1.618 0.465
H -0.568 -3.446 1.626
H 2.721 2.366 0.177
H 0.694 -1.503 6.509
H -1.593 2.358 2.150
H -3.192 -3.004 -4.821
H -2.114 -4.659 5.832
H -2.570 -4.149 2.453
H 4.416 6.583 -3.544
H -2.521 -2.171 -6.239
H -0.961 0.566 3.978
H 3.645 6.550 0.072
H -2.105 -2.788 0.398
H -0.433 5.250 -0.007
H 1.091 -1.351 4.082
H -1.096 4.056 1.926
H -1.276 -5.349 2.520
H 1.224 7.071 0.031
H -3.858 2.889 -0.773
H -2.608 -5.423 3.676
H -1.438 -3.068 -5.182
H 0.740 4.376 -3.321
H -3.604 0.014 -5.344
H 3.748 -5.641 1.150
H 1.788 -4.647 -2.510
H 4.076 -3.935 2.802
```

Values from the calculation:
- ΔE to the lowest compared entry with this formula, charge and spin (kcal per mole) = 0.0
- LUMO level (eV) = 3.4
- charge = -2
- 2S+1 = 1
- HOMO (eV) = -2.0

Atom charges from the Mulliken analysis, given in e for atoms 1 to 8:
1. I -0.014
2. Rb 0.906
3. O -0.610
4. O -0.493
5. O -0.806
6. O -0.778
7. O -0.298
8. O -0.955